[1]
39
Properties=species:S:1:pos:R:3:forces:R:3 method="wB97M-V/def2-TZVPD" total_energy_ha=-1278.72092 orbital_gap_ev=8.6 e_above_lowest_kcal_mol=10.2 fmax_ev_per_a=0.8 smiles="Cn1c(=O)cc(SCC(=O)N2CCCC2)c2ccccc21"
C 3.23063 -4.04013 -1.41071 0.3 -0.2 0.1
N 2.38935 -2.87603 -1.22977 0.3 0.0 0.1
C 2.91950 -1.83728 -0.47151 0.1 -0.2 0.0
O 4.03354 -1.92527 0.01870 0.1 0.1 0.1
C 2.07675 -0.67744 -0.30676 -0.4 0.3 0.0
C 0.83854 -0.59253 -0.84189 0.4 0.5 0.4
S -0.21760 0.80578 -0.65224 0.1 0.1 0.0
C 0.77635 1.95243 0.36115 0.0 -0.3 -0.3
C -0.03346 3.21858 0.61251 0.2 -0.3 -0.1
O 0.22348 4.25938 0.04015 0.1 0.2 -0.2
N -1.02964 3.11182 1.50553 -0.3 0.1 0.1
C -1.40185 1.94737 2.28636 0.0 -0.5 0.3
C -2.70682 2.36314 2.96417 0.1 0.1 0.0
C -2.53583 3.87118 3.13622 0.0 -0.1 -0.1
C -1.84360 4.27095 1.83902 0.0 0.5 -0.1
C 0.32033 -1.68977 -1.61652 0.0 -0.4 -0.2
C -0.95105 -1.65908 -2.19661 0.2 -0.1 0.0
C -1.42114 -2.71850 -2.93491 -0.1 0.0 0.0
C -0.61728 -3.84042 -3.10697 0.0 0.1 0.0
C 0.63886 -3.89714 -2.54754 0.1 -0.1 0.0
C 1.13871 -2.82753 -1.79140 -0.6 0.2 -0.2
H 2.76124 -4.92821 -0.98530 0.0 0.0 0.0
H 3.44447 -4.20310 -2.46779 0.0 0.0 0.0
H 4.16241 -3.83836 -0.88229 -0.2 -0.1 -0.1
H 2.52469 0.11023 0.27549 0.0 0.1 0.0
H 1.66689 2.22370 -0.20505 0.0 0.1 0.2
H 1.03674 1.45610 1.29581 0.1 0.0 0.0
H -1.53000 1.06808 1.65130 0.1 0.0 0.1
H -0.62952 1.73209 3.03650 -0.1 -0.1 0.0
H -2.86432 1.84231 3.90610 0.0 -0.1 0.0
H -3.55000 2.15752 2.30431 0.0 0.0 0.0
H -3.48105 4.38977 3.27698 0.0 0.1 0.0
H -1.88978 4.08107 3.98943 0.0 0.0 0.0
H -1.20752 5.15342 1.92814 -0.1 0.0 0.0
H -2.56764 4.45242 1.03707 0.0 0.1 0.1
H -1.55970 -0.77888 -2.05453 -0.1 0.0 0.0
H -2.40383 -2.68060 -3.37806 -0.1 0.0 0.0
H -0.97833 -4.67752 -3.68551 0.0 -0.1 0.0
H 1.23746 -4.77954 -2.69960 0.1 -0.1 0.0

=====

[2]
40
Properties=species:S:1:pos:R:3:forces:R:3 method="wB97M-V/def2-TZVPD" total_energy_ha=-1353.36749 orbital_gap_ev=9.1 e_above_lowest_kcal_mol=384.0 fmax_ev_per_a=17.2 smiles="CCOc1ccc(/C=N/OCC(=O)NCc2cccs2)cc1"
C 4.83917 -3.33844 5.25428 -3.2 -0.4 3.6
C 3.61315 -2.57619 4.51075 -3.7 -11.8 5.4
O 3.30945 -3.11334 3.27966 6.2 -3.6 4.1
C 2.45615 -2.69577 2.49309 1.7 -5.8 -5.0
C 1.66431 -1.79194 2.73516 -2.0 9.8 11.8
C 0.76487 -1.22927 2.03606 -2.8 1.6 -3.8
C 0.69585 -1.77570 0.82247 -6.0 -1.6 -4.1
C -0.63594 -1.52501 -0.00225 6.7 -6.5 -4.8
N -1.30407 -0.58776 0.02485 -6.7 12.0 6.5
O -2.38660 -0.11770 -0.70641 5.0 -8.6 -4.9
C -3.19015 0.79210 -0.38515 -1.2 7.7 5.9
C -2.55690 2.31844 -0.82067 0.6 -6.9 -3.0
O -3.05850 3.32339 -0.62190 -3.5 6.1 3.0
N -1.59008 2.22173 -1.77621 0.1 0.3 2.7
C -1.15952 3.43998 -2.42118 1.7 -4.9 -4.6
C -1.81896 3.32495 -3.87106 1.0 2.2 5.8
C -2.92802 4.02848 -4.04483 -5.8 0.6 -4.5
C -3.33128 3.85914 -5.51205 5.1 -0.6 1.3
C -2.20751 3.26118 -6.14977 -7.5 1.4 -7.3
S -1.24093 2.55517 -5.18847 6.3 -3.1 2.5
C 1.25812 -2.98678 0.44436 5.1 6.9 14.9
C 2.26634 -3.40783 1.33981 -0.9 -0.2 -3.4
H 5.14532 -2.82781 6.34795 -1.2 -1.0 -3.0
H 5.70317 -3.33301 4.70743 2.1 0.0 -1.7
H 4.56848 -4.44309 5.53177 0.4 2.1 -0.7
H 2.62747 -2.64677 5.34757 2.6 0.1 -2.5
H 3.83823 -1.71417 4.48084 2.8 11.8 -0.7
H 1.80208 -1.17845 3.84611 -0.2 -2.0 -2.9
H 0.08458 -0.46573 2.23638 -0.7 1.2 0.9
H -0.67251 -1.89596 -1.05033 0.3 -2.0 0.2
H -3.28562 0.94599 0.79952 0.0 -0.5 -2.2
H -4.18141 0.58794 -0.75599 -0.3 0.3 -0.5
H -1.55448 1.30621 -2.11746 0.9 -1.1 -1.2
H -1.39067 4.25996 -1.86121 -1.0 2.1 1.1
H -0.06274 3.37576 -2.58877 -0.5 0.3 0.4
H -3.80609 4.46047 -3.45727 2.3 -0.4 0.1
H -4.05994 4.10798 -6.20960 -1.9 1.1 -0.1
H -2.30195 2.93686 -7.36007 0.5 0.9 3.7
H 1.10922 -3.33809 -0.32900 -2.7 -6.4 -13.4
H 2.97793 -4.11696 0.99156 0.3 -0.9 0.3